The following is a DFT calculation (ωB97M-V with the def2-TZVPD basis set) of C19H14Cl3NS2SiTc as an isolated structure.

- 2S+1 = 2
- energy above the lowest of the compared OMol25 structures with the same formula, charge and spin (eV) = 0.193
- HOMO level (spin up / spin down) (eV) = -8.23 / -8.25
- <S²> = 0.77
- total charge = 0
- gap between HOMO and LUMO (spin up / spin down) (eV) = 7.02 / 6.60

Last column: Mulliken charge in e.
Atoms and positions in Å:
Tc -0.57 1.57 -0.58  0.595
S 1.55 1.86 -0.01  -0.361
C 1.92 3.57 -0.02  0.705
C 3.19 4.03 0.33  -0.722
C 3.47 5.38 0.26  -0.494
C 2.48 6.28 -0.16  -0.502
C 1.23 5.82 -0.49  -0.578
C 0.95 4.45 -0.43  0.439
S -0.64 3.83 -0.77  -0.179
H 3.95 3.33 0.65  0.414
H 4.45 5.75 0.53  0.358
H 2.71 7.34 -0.21  0.364
H 0.45 6.51 -0.81  0.406
Cl -0.45 2.52 3.02  -0.275
Si -1.70 2.06 1.45  0.676
Cl -2.77 0.37 2.02  -0.258
Cl -3.17 3.51 1.42  -0.264
N -0.55 -0.28 -0.45  -0.155
C -0.62 -1.54 -0.37  -0.961
C -0.78 -2.16 0.97  0.944
C -0.19 -1.55 2.08  -0.341
C -0.39 -2.07 3.35  -0.620
C -1.18 -3.20 3.51  -0.426
C -1.77 -3.81 2.42  -0.752
C -1.57 -3.29 1.14  -0.354
C -0.55 -2.38 -1.59  0.566
C -1.11 -1.93 -2.78  -0.388
C -1.02 -2.69 -3.94  -0.637
C -0.34 -3.91 -3.91  -0.409
C 0.23 -4.36 -2.73  -0.704
C 0.12 -3.60 -1.57  -0.238
H 0.41 -0.66 1.94  0.479
H 0.07 -1.60 4.20  0.415
H -1.34 -3.61 4.51  0.392
H -2.39 -4.68 2.55  0.392
H -2.03 -3.76 0.29  0.489
H -1.64 -0.98 -2.80  0.336
H -1.47 -2.34 -4.85  0.388
H -0.27 -4.50 -4.81  0.388
H 0.76 -5.30 -2.71  0.390
H 0.57 -3.95 -0.65  0.484